1.
A structure of composition C33H29Cl2CrN2O7S4. Source: OMol25; level of theory: ωB97M-V/def2-TZVPD.

* frontier orbital gap (spin up / spin down): 6.909 / 6.799 eV
* relative energy (zero: lowest compared OMol25 entry of this formula, charge and spin): 0.0 kcal/mol
* 2S+1: 2
* M: 816.8 g/mol

Atoms and positions in Å:
Cr: 0.3780 0.2866 -0.0266
Cl: -4.1160 0.2153 5.7518
C: -2.8321 0.2787 4.5746
C: -1.4862 0.2811 5.0133
C: -0.4632 0.3010 4.1163
C: -0.7111 0.3206 2.7138
O: 0.2665 0.2912 1.9019
C: -2.0715 0.3437 2.2898
C: -2.4308 0.3480 0.9311
N: -1.6270 0.2717 -0.0917
C: -2.1651 0.1814 -1.4103
C: -3.4858 0.1484 -1.7659
C: -3.8660 0.0667 -3.1238
C: -2.9337 0.0264 -4.1189
C: -1.5599 0.0587 -3.7872
C: -0.5214 0.0634 -4.7479
C: 0.7707 0.1411 -4.3334
C: 1.0549 0.1800 -2.9529
N: 0.1219 0.1399 -2.0361
C: -1.1882 0.1135 -2.4343
C: -3.1167 0.3230 3.2516
H: -1.2769 0.2757 6.0757
H: 0.5700 0.3243 4.4409
H: -3.5008 0.3866 0.7413
H: -4.2692 0.1969 -1.0213
H: -4.9211 0.0456 -3.3699
H: -3.2283 -0.0142 -5.1615
H: -0.7708 0.0201 -5.8024
H: 1.5897 0.1770 -5.0383
H: 2.0718 0.2550 -2.5903
H: -4.1498 0.3332 2.9221
O: -0.5103 3.1214 1.6534
Cl: 0.6052 3.2449 0.7538
O: 0.7060 4.5679 0.2202
O: 0.3304 2.3121 -0.4196
O: 1.8297 2.8317 1.3645
O: 2.1594 0.1331 -0.1308
C: 3.5432 0.0255 0.0014
C: 3.9799 0.5729 1.3560
C: 3.3280 0.3950 2.5375
C: 3.9844 1.0298 3.6287
C: 5.1201 1.6765 3.2445
S: 5.3839 1.5363 1.5619
C: 4.2143 0.8063 -1.1244
C: 3.8281 2.0230 -1.5993
C: 4.6496 2.4822 -2.6689
C: 5.6425 1.6021 -2.9782
S: 5.5785 0.2103 -1.9860
C: 3.8965 -1.4681 -0.0838
C: 3.5819 -2.3312 -1.0921
C: 3.9732 -3.6721 -0.8241
C: 4.5775 -3.7992 0.3916
S: 4.6599 -2.3014 1.2082
H: 2.3913 -0.1451 2.6057
H: 3.6245 1.0108 4.6506
H: 5.8109 2.2419 3.8527
H: 2.9921 2.5739 -1.1888
H: 4.5020 3.4246 -3.1817
H: 6.4146 1.6947 -3.7293
H: 3.0912 -2.0217 -2.0054
H: 3.8178 -4.4985 -1.5075
H: 4.9832 -4.6882 0.8524
C: -1.1319 -5.4007 -0.6420
C: -0.0567 -4.3834 -0.2791
S: -0.7981 -2.8270 0.2381
O: 0.3243 -1.8299 0.0699
C: -0.8984 -3.1295 2.0253
C: 0.4635 -3.0752 2.7070
H: -0.6758 -6.3639 -0.8666
H: -1.6985 -5.0776 -1.5154
H: -1.8361 -5.5530 0.1798
H: 0.5606 -4.0976 -1.1309
H: 0.5993 -4.7280 0.5186
H: -1.4134 -4.0871 2.1430
H: -1.5543 -2.3390 2.3951
H: 1.0264 -4.0007 2.5877
H: 0.3271 -2.8955 3.7741
H: 1.0576 -2.2550 2.3001

=====

2.
A structure of composition C10H13NPPtS. Source: OMol25; level of theory: ωB97M-V/def2-TZVPD.

* frontier orbital gap (spin up / spin down): 4.112 / 5.810 eV
* relative energy (zero: lowest compared OMol25 entry of this formula, charge and spin): 0.0 kcal/mol
* 2S+1: 3
* M: 405.3 g/mol
* net charge: -1

Atoms and positions in Å:
C: -0.7471 -2.4619 -2.2191
C: 0.5422 -2.2442 -2.8436
C: 0.4211 -1.0482 -3.6901
C: -0.9514 -0.5917 -3.5207
C: -1.6366 -1.4302 -2.5899
Pt: 0.3395 -0.4798 -1.7109
P: 1.6662 -0.8591 0.1401
H: -0.9054 -3.2664 -1.5060
H: 1.3635 -2.9368 -3.0157
H: 1.1729 -0.6695 -4.3863
H: -2.6207 -1.2170 -2.1426
H: -1.3911 0.1128 -4.2015
H: 2.4208 0.3027 0.5512
H: 2.7015 -1.8545 0.0230
H: 1.0391 -1.3353 1.3796
S: 0.0687 1.7112 -0.5980
C: -0.1809 1.5679 1.1443
N: 0.4980 2.5135 1.8748
C: 0.4144 2.6038 3.2304
C: -0.3787 1.7242 3.9179
C: -1.1363 0.7911 3.2249
C: -1.0386 0.7064 1.8387
H: 1.1228 3.1220 1.3622
H: 1.0338 3.3489 3.7006
H: -0.3524 1.7286 4.9956
H: -1.8098 0.1402 3.7650
H: -1.6553 0.0214 1.2760